(A)
The molecule C5H6N2, computed with ωB97M-V/def2-TZVPD.

Computed properties:
Frontier orbital gap: 8.5 eV
E_HOMO: -8.458 eV
Structure (SMILES): C=C/C(N)=C/C#N
LUMO energy: 0.000 Eh

CARTESIAN COORDINATES (ANGSTROEM)
1 C -0.763 -1.022 -1.749
2 C -0.104 -1.184 -0.578
3 C 0.252 -0.105 0.286
4 N 0.866 -0.413 1.430
5 C 0.001 1.185 -0.072
6 C 0.257 2.256 0.813
7 N 0.392 3.079 1.607
8 H -1.216 -1.901 -2.264
9 H -1.069 -0.031 -2.103
10 H 0.195 -2.128 -0.209
11 H 0.838 0.330 2.097
12 H 0.810 -1.381 1.773
13 H -0.458 1.314 -1.031

(B)
A structure of composition C5H6N2, computed with ωB97M-V/def2-TZVPD.

Computed properties:
Frontier orbital gap: 11.0 eV
E_HOMO: -9.783 eV
LUMO energy: 0.045 Eh

CARTESIAN COORDINATES (ANGSTROEM)
1 N -1.495 -0.648 -1.145
2 C -0.457 -0.670 -1.849
3 C -0.590 0.576 -1.126
4 C 0.252 0.799 0.115
5 C -0.192 0.045 1.402
6 C 1.107 -0.657 1.139
7 N 1.499 -0.027 0.093
8 H -0.982 1.459 -1.630
9 H 0.468 1.863 0.251
10 H -0.240 0.639 2.320
11 H -1.100 -0.558 1.294
12 H 1.638 -1.476 1.630
13 H 0.092 -1.345 -2.493

(C)
A cluster of 2 separate species, C5H6N2 in total, computed with ωB97M-V/def2-TZVPD.

Computed properties:
Frontier orbital gap (alpha / beta): 6.8 / 6.8 eV
E_HOMO (alpha / beta): -8.205 / -8.203 eV
LUMO energy (alpha / beta): -0.053 / -0.053 Eh

CARTESIAN COORDINATES (ANGSTROEM)
1 C -0.777 -3.048 -0.241
2 C -0.905 0.393 0.525
3 C -0.194 -0.606 1.110
4 C -0.187 0.823 -0.657
5 C 0.910 -0.940 0.384
6 N -0.694 -4.144 -0.575
7 N 0.939 -0.032 -0.646
8 H -1.781 0.706 0.936
9 H -0.524 -1.117 1.961
10 H -0.793 0.674 -1.615
11 H 0.300 1.947 -0.544
12 H 1.621 -1.800 0.608
13 H 1.698 0.041 -1.325

(D)
A cluster of 2 separate species, C5H6N2 in total, computed with ωB97M-V/def2-TZVPD.

Computed properties:
Frontier orbital gap (alpha / beta): 6.7 / 6.8 eV
E_HOMO (alpha / beta): -7.713 / -7.715 eV
LUMO energy (alpha / beta): -0.035 / -0.035 Eh

CARTESIAN COORDINATES (ANGSTROEM)
1 C 1.015 1.602 1.090
2 C 0.313 1.528 -0.221
3 C 0.699 0.444 1.778
4 C -0.283 0.306 -0.299
5 C -0.415 -2.189 -1.186
6 N -0.167 -1.580 1.122
7 N 0.040 -0.391 0.934
8 H 1.762 2.228 1.477
9 H 0.599 2.167 -1.136
10 H 1.139 0.073 2.740
11 H -0.815 -0.403 -0.986
12 H 0.660 -2.383 -1.019
13 H -1.200 -2.917 -1.294

What should be chosen as the most stable of them? Choose (A).

(A)
The molecule C5H6N2, computed with ωB97M-V/def2-TZVPD.

Computed properties:
Frontier orbital gap: 8.4 eV
E_HOMO: -9.460 eV
LUMO energy: -0.041 Eh

CARTESIAN COORDINATES (ANGSTROEM)
1 C 0.725 0.364 -0.135
2 C -0.610 1.255 0.193
3 C -1.133 -1.288 -0.030
4 C 0.262 -1.019 0.235
5 C 2.237 0.623 0.064
6 N -2.113 -0.439 0.104
7 N -1.817 0.873 0.260
8 H 0.884 0.672 -1.119
9 H -0.660 2.384 0.115
10 H -1.372 -2.368 -0.242
11 H 0.506 -1.144 1.238
12 H 0.916 -1.685 -0.369
13 H 2.176 1.772 -0.315

(B)
The molecule C5H6N2, computed with ωB97M-V/def2-TZVPD.

Computed properties:
Frontier orbital gap: 10.3 eV
E_HOMO: -9.348 eV
Structure (SMILES): N#C[C@H]1[C@H]2CCN21
LUMO energy: 0.033 Eh

CARTESIAN COORDINATES (ANGSTROEM)
1 N 2.584 -0.484 1.209
2 C 1.937 0.032 0.399
3 C 1.144 0.450 -0.723
4 C -0.124 -0.572 -0.831
5 C -0.979 -0.724 0.471
6 C -0.970 0.822 0.477
7 N -0.236 0.866 -0.801
8 H 1.737 1.030 -1.464
9 H -0.128 -1.258 -1.671
10 H -1.986 -1.166 0.343
11 H -0.512 -1.206 1.331
12 H -1.922 1.330 0.314
13 H -0.424 1.282 1.304

(C)
The molecule C5H6N2, computed with ωB97M-V/def2-TZVPD.

Computed properties:
Frontier orbital gap (alpha / beta): 8.8 / 7.5 eV
E_HOMO (alpha / beta): -8.572 / -7.835 eV
LUMO energy (alpha / beta): 0.007 / -0.014 Eh

CARTESIAN COORDINATES (ANGSTROEM)
1 N -0.686 -1.517 2.415
2 C -0.535 -0.591 1.737
3 C -0.376 0.646 0.992
4 C 0.712 0.792 -0.088
5 C 1.437 -0.292 -0.648
6 C -1.139 -0.428 -0.934
7 N -0.769 0.735 -0.370
8 H -0.530 1.543 1.583
9 H 1.174 1.779 0.002
10 H 1.129 -0.765 -1.564
11 H 2.507 -0.313 -0.454
12 H -1.038 -0.510 -2.011
13 H -1.883 -1.037 -0.430

What should be chosen as the most stable of them? Choose (B).

(A)
The molecule C5H6N2, computed with ωB97M-V/def2-TZVPD.

Computed properties:
Frontier orbital gap: 8.9 eV
E_HOMO: -9.631 eV
Structure (SMILES): [H]/N=C1/C=CC(C)=N1
LUMO energy: -0.027 Eh

CARTESIAN COORDINATES (ANGSTROEM)
1 H 0.933 2.066 1.889
2 N 1.195 1.903 0.910
3 C 0.542 1.026 0.389
4 C 1.221 0.355 -0.899
5 C 0.390 -0.687 -1.056
6 C -0.604 -0.756 -0.107
7 C -1.682 -1.729 -0.058
8 N -0.707 0.323 0.753
9 H 2.330 0.793 -1.037
10 H 0.466 -1.711 -1.655
11 H -1.737 -2.689 0.651
12 H -2.783 -1.215 0.124
13 H -1.825 -2.084 -1.223

(B)
A structure of composition C5H6N2, computed with ωB97M-V/def2-TZVPD.

Computed properties:
Frontier orbital gap: 8.9 eV
E_HOMO: -8.767 eV
LUMO energy: 0.006 Eh

CARTESIAN COORDINATES (ANGSTROEM)
1 C -1.449 -0.586 0.021
2 C -1.832 0.912 0.075
3 C 0.179 0.890 0.453
4 N 1.403 1.299 0.276
5 C 2.059 0.136 -0.072
6 C 1.200 -0.937 -0.155
7 N -0.013 -0.426 0.228
8 H -1.662 -1.042 -0.951
9 H -1.903 -1.188 0.814
10 H -1.661 1.340 -0.926
11 H -0.810 1.445 0.867
12 H 3.131 0.133 -0.221
13 H 1.357 -1.975 -0.409

What should be chosen as the most stable of them? Choose (A).